23
Properties=species:S:1:pos:R:3:forces:R:3 method="wB97M-V/def2-TZVPD" lumo_energy_ev="1.10 / 0.96" homo_energy_ev="-5.50 / -10.13" e_tot_ev=-7966.6397 spin_multiplicity=2 e_above_lowest_kj_mol=302.5
C 0.140398 -1.094550 -2.545482 0.2 -0.4 0.2
C -0.424577 -0.982417 -1.118780 0.3 -2.4 0.0
C -0.420134 0.268225 -0.546664 -1.1 6.5 -0.6
C 0.696925 -1.084880 -0.008243 0.7 -5.2 1.4
C 0.419863 -1.340023 1.621913 0.8 -1.5 -2.8
C 0.519047 -0.150996 2.450607 0.1 0.8 4.4
N -0.980623 3.242432 -0.102592 -0.7 0.5 0.8
H 0.956168 -0.329250 -2.810987 -1.5 -0.9 0.6
H 0.599663 -2.089507 -2.609781 0.0 0.1 -0.4
H -0.723377 -1.062078 -3.234215 0.6 0.2 0.0
H -1.308217 -1.667014 -0.864181 1.4 0.8 -0.5
H 0.268144 0.975370 -1.080142 -0.6 -0.5 0.7
H -1.215781 0.863755 -0.100024 -0.1 -0.7 0.3
H 1.639854 -0.575125 -0.206303 -0.4 0.5 0.1
H 1.083162 -2.190146 -0.259292 -0.1 0.7 0.3
H -0.467193 -1.990802 1.888740 0.7 0.9 -0.9
H 1.315317 -1.968211 1.844290 -0.8 0.2 0.1
H 0.218235 -0.446007 3.536112 0.4 0.3 -1.5
H -0.119982 0.695595 2.302885 -0.4 0.4 -0.8
H 1.546199 0.205792 2.636989 -0.3 0.0 -0.6
H -1.387634 3.913624 0.546059 -0.2 -0.4 0.5
H -1.778826 2.901028 -0.623402 -0.1 -0.3 -0.1
H -0.576640 3.905186 -0.717511 1.0 0.5 -1.2